# 1
# C34H29BrInN2O3Te

A structure of composition C34H29BrInN2O3Te (ωB97M-V with the def2-TZVPD basis set, OMol25).

CARTESIAN COORDINATES (ANGSTROEM)
In (-0.6372, 0.1610, 0.7066)
Br (-1.2930, -5.1645, 6.1493)
C (-1.3851, -3.9628, 4.6969)
C (-2.2974, -4.2032, 3.6541)
C (-2.3923, -3.3435, 2.5941)
C (-1.5692, -2.1981, 2.4985)
O (-1.7233, -1.4165, 1.4704)
C (-0.6441, -1.9662, 3.5540)
C (0.1873, -0.8199, 3.6270)
N (0.3816, 0.0672, 2.6964)
C (1.1449, 1.2208, 2.9772)
C (2.2231, 1.2742, 3.8223)
C (2.8890, 2.4938, 4.0625)
C (2.4809, 3.6486, 3.4588)
C (1.3899, 3.6265, 2.5592)
C (0.9004, 4.7763, 1.8949)
C (-0.1545, 4.6702, 1.0349)
C (-0.7163, 3.4028, 0.7981)
N (-0.2886, 2.3202, 1.4083)
C (0.7379, 2.4068, 2.3029)
C (-0.5872, -2.8616, 4.6528)
H (-2.9328, -5.0780, 3.6978)
H (-3.0982, -3.5212, 1.7944)
H (0.6871, -0.6622, 4.5840)
H (2.5782, 0.3738, 4.3073)
H (3.7311, 2.5049, 4.7410)
H (2.9829, 4.5871, 3.6555)
H (1.3718, 5.7337, 2.0802)
H (-0.5542, 5.5303, 0.5178)
H (-1.5194, 3.2631, 0.0850)
H (0.1087, -2.6597, 5.4581)
C (3.5487, 0.6829, 0.2752)
Te (1.7860, 0.4213, -0.9050)
C (2.3858, -1.6271, -1.0032)
C (3.8689, -1.5971, -0.7240)
C (4.6759, -2.6779, -1.0647)
C (6.0339, -2.6481, -0.7946)
C (6.5961, -1.5344, -0.1841)
C (5.7980, -0.4546, 0.1552)
C (4.4326, -0.4803, -0.1100)
H (3.2912, 0.6668, 1.3327)
H (3.9977, 1.6445, 0.0363)
H (2.1492, -2.0130, -1.9915)
H (1.8356, -2.2051, -0.2622)
H (4.2387, -3.5423, -1.5493)
H (6.6567, -3.4883, -1.0703)
H (7.6586, -1.5039, 0.0169)
H (6.2381, 0.4183, 0.6224)
C (-5.1011, 0.3862, -6.3450)
C (-4.2786, 0.3144, -5.0900)
C (-2.9385, -0.0470, -5.1300)
C (-2.1632, -0.1220, -3.9820)
C (-0.7190, -0.5317, -4.1183)
C (-2.7544, 0.2123, -2.7519)
C (-4.1070, 0.5864, -2.6821)
C (-4.8085, 0.9171, -1.3900)
C (-4.8437, 0.6155, -3.8574)
C (-1.9465, 0.1571, -1.5159)
O (-1.0861, -0.7487, -1.3178)
O (-2.0958, 1.0513, -0.6027)
H (-4.5775, -0.0583, -7.1896)
H (-5.3275, 1.4239, -6.5967)
H (-6.0515, -0.1326, -6.2179)
H (-2.4849, -0.2869, -6.0848)
H (-0.4444, -0.5704, -5.1709)
H (-0.5437, -1.5110, -3.6746)
H (-0.0516, 0.1765, -3.6232)
H (-4.5612, 0.2138, -0.5953)
H (-5.8862, 0.8997, -1.5407)
H (-4.5287, 1.9096, -1.0368)
H (-5.8943, 0.8790, -3.8065)

Computed properties:
energy = -4680.33725 Ha
strongest force on any atom = 0.004 Eh/bohr
orbital gap = 0.255 hartree
total charge = +1

=====

# 2
# C5H7NO

An isolated molecule of C5H7NO at a distorted geometry (ωB97M-V with the def2-TZVPD basis set, OMol25).

CARTESIAN COORDINATES (ANGSTROEM)
C (1.5959, -0.6628, 0.5383)
N (0.9081, -1.4193, -0.2035)
C (-0.4049, -0.9907, -0.5874)
C (-1.3698, -0.3828, 0.4130)
C (-0.6600, 0.4712, -0.5977)
C (0.5058, 1.2747, -0.0241)
O (1.2141, 0.5668, 1.0073)
H (2.6002, -0.9541, 0.8493)
H (-0.8463, -1.5895, -1.3734)
H (-1.0587, -0.2889, 1.4498)
H (-2.4249, -0.6162, 0.2840)
H (-1.2582, 0.9342, -1.3879)
H (-0.0796, 2.0798, 0.3807)
H (1.2783, 1.5775, -0.7485)

Computed properties:
SMILES = C1=N[C@H]2C[C@H]2CO1
energy = -324.65634 Ha
energy above the lowest of the compared OMol25 structures with the same formula, charge and spin = 42.7 kcal/mol
strongest force on any atom = 0.029 Eh/bohr
orbital gap = 0.382 hartree

=====

# 3
# C2H5NO

A cluster of 2 separate species, C2H5NO in total (ωB97M-V with the def2-TZVPD basis set, OMol25).

CARTESIAN COORDINATES (ANGSTROEM)
C (-0.9639, 0.7431, 0.4523)
N (-0.0061, 0.9194, -0.3534)
H (-0.7908, 0.1922, 1.3882)
H (-1.9604, 1.1141, 0.2388)
H (-0.3020, 1.3853, -1.2082)
C (1.0118, -1.0789, -0.1285)
O (1.4117, -1.1937, 1.0099)
H (0.0277, -1.4696, -0.4436)
H (1.5720, -0.6119, -0.9555)

Computed properties:
SMILES = C=N.C=O
energy = -209.12420 Ha
energy above the lowest of the compared OMol25 structures with the same formula, charge and spin = 61.6 kcal/mol
strongest force on any atom = 0.014 Eh/bohr
orbital gap = 0.374 hartree

=====

# 4
# C19H18N4OS

An isolated molecule of C19H18N4OS at a distorted geometry (ωB97M-V with the def2-TZVPD basis set, OMol25).

CARTESIAN COORDINATES (ANGSTROEM)
C (-3.3060, -4.7056, -0.6295)
C (-4.4242, -3.6894, -0.3877)
C (-3.8556, -2.3071, -0.2406)
C (-3.6724, -1.4920, -1.3505)
C (-3.1113, -0.2369, -1.2221)
C (-2.7188, 0.2329, 0.0284)
N (-2.1557, 1.5124, 0.0960)
C (-1.6956, 2.1803, 1.1802)
O (-1.8014, 1.8371, 2.3322)
C (-1.0717, 3.5390, 0.8490)
S (-0.2758, 3.6645, -0.7765)
C (0.8839, 2.3577, -0.6549)
C (1.8012, 2.1247, -1.6902)
C (2.6658, 1.0730, -1.5199)
C (2.5530, 0.3146, -0.3374)
C (3.4185, -0.8286, -0.0477)
C (4.0178, -1.5915, -1.0485)
C (4.8330, -2.6499, -0.6874)
C (5.0140, -2.9143, 0.6622)
N (4.4446, -2.2032, 1.6214)
C (3.6722, -1.1937, 1.2791)
N (1.6580, 0.6257, 0.5924)
N (0.8479, 1.6195, 0.4422)
C (-2.8928, -0.5758, 1.1457)
C (-3.4539, -1.8303, 1.0006)
H (-2.6043, -4.6990, 0.2014)
H (-2.7609, -4.4591, -1.5381)
H (-3.7164, -5.7077, -0.7312)
H (-5.1226, -3.7163, -1.2268)
H (-4.9681, -3.9633, 0.5183)
H (-3.9749, -1.8421, -2.3273)
H (-2.9762, 0.3867, -2.0960)
H (-2.0244, 1.9625, -0.8027)
H (-0.3372, 3.7745, 1.6183)
H (-1.8495, 4.3052, 0.8479)
H (1.8183, 2.7608, -2.5615)
H (3.4220, 0.8488, -2.2566)
H (3.8339, -1.3795, -2.0924)
H (5.3098, -3.2618, -1.4376)
H (5.6370, -3.7343, 0.9941)
H (3.2233, -0.6309, 2.0853)
H (-2.5862, -0.2191, 2.1141)
H (-3.5848, -2.4511, 1.8750)

Computed properties:
SMILES = CCc1ccc(NC(=O)CSc2ccc(-c3cccnc3)nn2)cc1
energy = -1427.27542 Ha
energy above the lowest of the compared OMol25 structures with the same formula, charge and spin = 16.0 kcal/mol
strongest force on any atom = 0.026 Eh/bohr
orbital gap = 0.301 hartree

=====

# 5
# C51H86F3IN2O4P

A cluster of 4 separate species, C51H86F3IN2O4P in total at a distorted geometry (ωB97M-V with the def2-TZVPD basis set, OMol25).

CARTESIAN COORDINATES (ANGSTROEM)
C (-6.2061, 4.0610, -5.1513)
C (-5.1899, 4.9784, -4.3096)
C (-3.8442, 4.9895, -5.1231)
O (-2.6808, 5.4421, -4.3961)
C (-2.4338, 4.7254, -3.2399)
C (-2.5941, 3.2358, -3.2971)
C (-2.3818, 2.4314, -2.1060)
C (-1.9773, 3.1516, -0.8559)
C (-1.7147, 2.3361, 0.3842)
P (-1.9391, 0.4570, 0.2089)
C (-3.3589, 0.0654, 1.4189)
C (-0.3823, -0.4745, 0.6908)
C (-0.6556, -1.8851, 1.3953)
N (-1.3331, 2.9795, 1.5593)
C (-1.0159, 2.2245, 2.7962)
C (0.5575, 2.2236, 3.0798)
C (0.9279, 1.4538, 4.4295)
C (1.9113, 0.2073, 4.1612)
N (1.1409, -1.0549, 4.3679)
C (-1.2241, 4.3802, 1.6385)
O (-0.8638, 4.9243, 2.8925)
C (-2.0359, 5.2362, 3.6373)
O (-3.0342, 4.5683, 3.6295)
C (-2.0443, 6.5291, 4.5252)
C (-2.9622, 7.6596, 4.2080)
C (-2.9784, 8.9032, 5.0095)
C (-2.0936, 9.0899, 6.1818)
C (-1.2025, 7.9450, 6.5229)
C (-1.1836, 6.7060, 5.7092)
C (-1.4490, 5.2961, 0.5062)
C (-1.2696, 6.8060, 0.8258)
C (0.2547, 7.2545, 0.5652)
C (1.2744, 6.5753, 1.5480)
I (3.3390, 7.0555, 0.9770)
C (-1.8172, 4.6590, -0.7963)
C (-2.0258, 5.4731, -2.0192)
C (-1.8765, 7.0084, -2.2042)
C (-3.3055, 7.6732, -1.9084)
O (-3.1647, 9.0761, -2.2622)
C (-4.1602, 9.4846, -3.1925)
C (-3.8046, 9.1869, -4.6990)
F (-4.5472, 8.1366, -5.2416)
F (-4.1648, 10.3027, -5.4564)
F (-2.4666, 8.9894, -4.9370)
H (-5.9065, 2.9767, -5.1323)
H (-7.2776, 4.2465, -4.8889)
H (-6.0758, 4.3943, -6.2286)
H (-5.6934, 5.9898, -4.2673)
H (-5.1319, 4.5053, -3.2944)
H (-3.9886, 5.7333, -5.9644)
H (-3.6952, 3.9974, -5.6517)
H (-2.8704, 2.6928, -4.2397)
H (-2.5330, 1.3337, -2.1928)
H (-2.8761, -0.3640, 2.3518)
H (-4.0277, -0.7398, 1.0123)
H (-3.9095, 0.9933, 1.7346)
H (0.1618, -0.7136, -0.2715)
H (0.3323, 0.0857, 1.3486)
H (-1.7413, -2.1310, 1.5275)
H (-0.2121, -2.7144, 0.7657)
H (-0.0999, -1.9269, 2.3771)
H (-1.3532, 1.1589, 2.7783)
H (-1.4733, 2.6845, 3.7176)
H (1.1502, 1.7613, 2.2468)
H (0.9604, 3.2730, 3.2029)
H (0.0369, 1.1621, 5.0464)
H (1.5346, 2.1638, 5.0734)
H (2.3758, 0.2575, 3.1341)
H (2.7728, 0.2184, 4.8910)
H (0.1723, -0.8252, 4.1258)
H (1.2015, -1.3347, 5.3493)
H (-3.6457, 7.5293, 3.3274)
H (-3.6835, 9.7290, 4.7195)
H (-2.0628, 10.0130, 6.8051)
H (-0.5330, 8.0928, 7.4113)
H (-0.4777, 5.9123, 6.0554)
H (-1.4308, 7.0176, 1.9279)
H (-2.0002, 7.4857, 0.3060)
H (0.5207, 6.9558, -0.4839)
H (0.3020, 8.3841, 0.6263)
H (1.1039, 6.8351, 2.6330)
H (1.2008, 5.4625, 1.4270)
H (-1.6795, 7.2633, -3.2886)
H (-1.0472, 7.4903, -1.6310)
H (-3.6512, 7.5161, -0.8527)
H (-4.0166, 7.2203, -2.6533)
H (-5.1963, 9.1022, -2.9510)
H (-4.2288, 10.6097, -3.1048)
C (1.2628, -8.4995, 3.7330)
C (0.8800, -8.5196, 2.2581)
C (1.3570, -7.2867, 1.4908)
C (0.7733, -5.9539, 1.9645)
C (-0.7522, -5.8652, 1.9408)
C (-1.3439, -6.0056, 0.5433)
H (0.7985, -7.6626, 4.2594)
H (0.9330, -9.4195, 4.2210)
H (2.3465, -8.4247, 3.8534)
H (-0.2037, -8.6355, 2.1617)
H (1.3248, -9.4068, 1.7966)
H (1.1320, -7.4257, 0.4283)
H (2.4488, -7.2266, 1.5599)
H (1.1843, -5.1551, 1.3357)
H (1.1218, -5.7435, 2.9806)
H (-1.0474, -4.8904, 2.3455)
H (-1.1923, -6.6162, 2.6035)
H (-0.9476, -5.2379, -0.1278)
H (-2.4302, -5.8926, 0.5799)
H (-1.1293, -6.9850, 0.1111)
C (-0.6231, -2.6889, -3.0475)
C (-0.0378, -3.9667, -3.6357)
C (1.2222, -4.4449, -2.9128)
C (2.4117, -3.4826, -2.9640)
C (2.8831, -3.1035, -4.3677)
C (3.3865, -4.2915, -5.1782)
H (0.0700, -1.8486, -3.1363)
H (-1.5413, -2.4166, -3.5740)
H (-0.8687, -2.8247, -1.9896)
H (0.1627, -3.8219, -4.7010)
H (-0.7933, -4.7561, -3.5711)
H (1.5189, -5.4129, -3.3279)
H (0.9772, -4.6330, -1.8607)
H (3.2469, -3.9384, -2.4209)
H (2.1636, -2.5664, -2.4170)
H (3.6981, -2.3785, -4.2735)
H (2.0845, -2.5949, -4.9170)
H (4.2125, -4.7910, -4.6661)
H (3.7476, -3.9571, -6.1532)
H (2.5959, -5.0243, -5.3534)
C (4.9521, -7.0191, -1.2573)
C (5.2196, -7.6939, 0.0829)
C (6.6920, -8.0387, 0.3059)
C (7.2875, -9.0363, -0.6909)
C (6.5728, -10.3854, -0.7677)
C (6.6103, -11.1660, 0.5403)
H (5.2016, -7.6729, -2.0956)
H (3.8934, -6.7599, -1.3449)
H (5.5331, -6.0979, -1.3529)
H (4.5982, -8.5900, 0.1728)
H (4.8985, -7.0170, 0.8815)
H (6.8123, -8.4240, 1.3233)
H (7.2823, -7.1166, 0.2638)
H (8.3362, -9.2057, -0.4237)
H (7.3021, -8.5890, -1.6898)
H (7.0560, -10.9875, -1.5440)
H (5.5345, -10.2523, -1.0873)
H (7.6404, -11.3456, 0.8579)
H (6.1227, -12.1355, 0.4154)
H (6.0900, -10.6362, 1.3413)

Computed properties:
energy = -3343.57877 Ha
strongest force on any atom = 0.074 Eh/bohr
orbital gap = 0.270 hartree
total charge = +1

=====

| no. | HOMO energy (eV) |
| --- | --- |
| 1 | -10.55 |
| 2 | -9.37 |
| 3 | -9.39 |
| 4 | -8.16 |
| 5 | -11.24 |